[1]
C33H46N6OS4Si2TeTi as an isolated structure. Source: the OMol25 dataset; level of theory: ωB97M-V with the def2-TZVPD basis set.

For the orbital gap (spin up / spin down), the calculation gives 6.853 / 7.019 eV. The LUMO energy (spin up / spin down) comes out at -3.07 / -3.08 eV. As for the total energy: -135461.160 eV. For the energy above the lowest of the compared OMol25 structures with the same formula, charge and spin, the calculation gives 0.0 kcal per mole. Its charge is +1. The value obtained for the maximum force is 0.6 eV/A. The multiplicity is 2.

Each line ends with the Löwdin spin population.
Element x y z (Å)
1 Ti -0.85465 0.35499 0.96466  0.96
2 O 0.54533 1.35055 1.96280  0.00
3 N 0.42366 1.76664 3.22238  0.00
4 C 1.56079 1.98002 3.91262  0.00
5 C 1.51392 2.44890 5.19341  0.00
6 C 0.26141 2.70416 5.76885  0.00
7 C -0.87977 2.47687 5.04510  0.00
8 C -0.81235 1.98893 3.72919  0.01
9 S -2.15580 1.64443 2.73445  -0.01
10 H 2.46491 1.74579 3.37681  0.00
11 H 2.43117 2.60688 5.73525  0.00
12 H 0.19401 3.07215 6.77882  0.00
13 H -1.86007 2.65823 5.45972  0.00
14 N -3.10921 2.69288 -1.92871  0.00
15 C -2.28851 3.52179 -2.73107  0.00
16 C -2.81408 4.12298 -3.86060  0.00
17 C -2.01763 4.94620 -4.64360  0.00
18 C -0.68808 5.14971 -4.30726  0.00
19 C -0.15447 4.52570 -3.18617  0.00
20 C -0.95728 3.72801 -2.38854  0.00
21 S -0.28734 2.99707 -0.92327  0.00
22 N -1.42472 1.77580 -0.56619  0.00
23 C -2.64374 1.80806 -1.00569  0.01
24 C -3.59589 0.81449 -0.40353  0.00
25 C -4.93888 0.70738 -0.73997  0.00
26 C -5.73167 -0.21947 -0.07661  0.00
27 C -5.15405 -1.00672 0.90772  0.00
28 C -3.80144 -0.84077 1.18486  0.00
29 N -3.03680 0.03980 0.54373  0.00
30 H -4.06366 2.59225 -2.23692  0.00
31 H -3.84847 3.95319 -4.12219  0.00
32 H -2.43873 5.42171 -5.51535  0.00
33 H -0.06230 5.78745 -4.91239  0.00
34 H 0.88177 4.66981 -2.92193  0.00
35 H -5.39024 1.32780 -1.49996  0.00
36 H -6.77782 -0.31615 -0.32208  0.00
37 H -5.72557 -1.73470 1.45983  0.00
38 H -3.31624 -1.43451 1.94790  0.00
39 C 0.67414 -4.72643 -0.16050  0.00
40 N 0.04064 -3.43046 -0.25178  0.00
41 C -0.60956 -2.98069 -1.31267  0.00
42 N -0.70853 -3.77075 -2.39031  0.00
43 S -1.31792 -1.42858 -1.34893  -0.01
44 H 1.09126 -4.82308 0.83730  0.00
45 H 1.48795 -4.82286 -0.88358  0.00
46 H -0.04405 -5.53446 -0.31165  0.00
47 H 0.04272 -2.81595 0.59327  0.00
48 H -0.23638 -4.65679 -2.44344  0.00
49 H -1.13418 -3.39657 -3.22074  0.00
50 S -0.25530 -1.62676 2.31984  0.01
51 C -1.67325 -2.33749 3.11333  0.01
52 C -2.24008 -1.70362 4.21785  0.00
53 C -3.38053 -2.21665 4.81313  0.00
54 C -3.96610 -3.37533 4.32233  0.00
55 C -3.39361 -4.02158 3.23705  0.00
56 C -2.25468 -3.50774 2.63652  0.00
57 H -1.79028 -0.79345 4.58943  0.00
58 H -3.81131 -1.71074 5.66277  0.00
59 H -4.85122 -3.77818 4.79078  0.00
60 H -3.83400 -4.93142 2.85533  0.00
61 H -1.82232 -4.01090 1.77897  0.00
62 C 0.43199 -1.27609 -4.90724  0.00
63 Si 1.92064 -0.91214 -3.83032  0.00
64 C 3.30116 -0.15985 -4.84026  0.00
65 C 2.54107 -2.49621 -3.04018  0.00
66 C 1.37128 0.36853 -2.54191  0.00
67 Te 1.64614 -0.18848 -0.49148  0.00
68 C 3.03907 1.34982 0.02907  0.00
69 Si 4.38433 0.61549 1.13379  0.00
70 C 5.54794 -0.34780 0.03428  0.00
71 C 3.60128 -0.53911 2.39324  0.00
72 C 5.28712 2.01580 1.99064  0.00
73 H 0.60950 -2.12546 -5.55998  0.00
74 H 0.18955 -0.42328 -5.53605  0.00
75 H -0.44072 -1.48439 -4.28950  0.00
76 H 3.61893 -0.82420 -5.63919  0.00
77 H 4.16990 0.04788 -4.21748  0.00
78 H 2.98463 0.77608 -5.29401  0.00
79 H 2.59045 -3.28885 -3.78486  0.00
80 H 1.89317 -2.82514 -2.22832  0.00
81 H 3.54039 -2.36656 -2.62701  0.00
82 H 0.31020 0.59222 -2.66520  0.00
83 H 1.91746 1.30432 -2.65908  0.00
84 H 2.48291 2.15839 0.50103  0.00
85 H 3.46854 1.71540 -0.90350  0.00
86 H 5.00091 -1.10092 -0.53273  0.00
87 H 6.30614 -0.86291 0.61839  0.00
88 H 6.05774 0.30281 -0.67096  0.00
89 H 3.57650 -1.55677 2.00782  0.00
90 H 2.57351 -0.27231 2.64607  0.00
91 H 4.17495 -0.55950 3.31799  0.00
92 H 5.81367 2.63736 1.27069  0.00
93 H 6.02112 1.63270 2.69541  0.00
94 H 4.60762 2.66539 2.54046  0.00


[2]
C5H7AgO3 as an isolated structure. Source: the OMol25 dataset; level of theory: ωB97M-V with the def2-TZVPD basis set.

For the orbital gap (spin up / spin down), the calculation gives 6.851 / 6.947 eV. The LUMO energy (spin up / spin down) comes out at -5.87 / -5.94 eV. As for the total energy: -15428.503 eV. For the energy above the lowest of the compared OMol25 structures with the same formula, charge and spin, the calculation gives 0.0 kcal per mole. Its charge is +1. The value obtained for the maximum force is 2.8 eV/A. The multiplicity is 2.

Each line ends with the natural charge from an NBO analysis.
Element x y z (Å)
1 O 0.57978 -0.46962 1.15279  -0.59
2 C 0.17584 0.55450 0.40434  0.97
3 O -0.30766 1.48087 1.23344  -0.76
4 Ag 0.12395 0.42300 3.33540  0.96
5 O 0.14462 0.59483 -0.79483  -0.54
6 C 1.05833 -1.66316 0.46754  -0.16
7 H 0.24316 -2.04790 -0.15793  0.23
8 H 1.88295 -1.34470 -0.19282  0.23
9 C 1.49894 -2.63415 1.48572  -0.28
10 H 2.15125 -2.31159 2.29891  0.18
11 H 1.30012 -3.69536 1.34365  0.21
12 C -2.28293 2.16353 -2.27105  -0.28
13 C -1.75595 2.36483 -3.34393  -0.19
14 H -0.71603 2.22190 0.72263  0.55
15 H -2.88052 1.90508 -1.41192  0.23
16 H -1.21582 2.45795 -4.27195  0.25